Entry 1:
# C18H38InN4O3S2

A molecular structure, C18H38InN4O3S2 at a distorted geometry (ωB97M-V with the def2-TZVPD basis set, OMol25).

Geometry as XYZ:
```
66
Properties=species:S:1:pos:R:3:mulliken_charge:R:1
C 1.37 -5.96 1.83 -1.06
C 1.37 -4.45 1.12 0.11
C 0.30 -4.40 -0.16 -0.47
O -0.93 -3.69 0.21 -0.53
In -0.78 -1.68 -0.37 0.78
C 1.11 -0.64 0.32 -0.62
C 1.20 -0.35 1.93 0.32
N 2.40 -1.03 2.60 -0.69
C -2.71 -0.67 0.23 -0.56
C -2.92 -0.45 1.84 -0.69
C -2.60 -1.75 2.77 -0.16
S -4.10 -2.79 3.22 -0.08
C -4.96 -3.37 1.65 -0.13
S -6.53 -2.74 1.35 -0.16
N -4.42 -4.36 0.65 0.34
C -4.16 -4.10 -0.81 -0.12
C -3.63 -5.55 -1.37 -0.29
N -3.56 -6.56 -0.22 -0.58
C -4.04 -5.79 1.01 -0.09
H 2.11 -5.90 2.76 0.32
H 0.28 -6.24 2.16 0.24
H 1.80 -6.79 1.11 0.28
H 1.16 -3.59 1.90 -0.03
H 2.44 -4.35 0.62 0.21
H 0.78 -3.82 -1.09 0.15
H 0.05 -5.52 -0.43 0.25
H -0.71 -1.67 -2.20 -0.38
H 2.01 -1.37 0.06 0.18
H 1.35 0.38 -0.26 -0.02
H 1.39 0.82 2.06 0.02
H 0.22 -0.58 2.53 -0.06
H 3.21 -0.35 2.64 0.24
H 2.68 -1.90 2.08 0.23
H -3.60 -1.26 -0.29 -0.04
H -2.71 0.41 -0.28 0.26
H -4.08 -0.19 1.99 0.34
H -2.35 0.50 2.28 0.27
H -1.78 -2.48 2.36 0.01
H -2.18 -1.33 3.81 0.31
H -4.31 -3.10 -1.41 0.32
H -3.36 -5.73 -2.50 0.29
H -4.13 -6.26 2.08 0.30
C 2.11 6.80 -3.91 -0.74
O 2.75 5.57 -3.62 -0.34
C 3.81 5.70 -2.67 -0.80
C 3.45 4.97 -1.37 -0.16
N 2.37 5.66 -0.65 -0.35
C 1.83 4.88 0.47 -0.89
C 1.09 3.58 0.12 0.15
O -0.14 3.78 -0.59 -0.44
C 0.01 3.85 -2.00 -0.60
H 1.38 6.62 -4.71 0.24
H 1.57 7.17 -3.04 0.31
H 2.83 7.54 -4.26 0.34
H 4.06 6.75 -2.48 0.40
H 4.69 5.23 -3.11 0.39
H 4.34 4.92 -0.73 0.38
H 3.16 3.95 -1.63 0.15
H 1.62 5.85 -1.30 0.12
H 1.13 5.54 0.99 0.39
H 2.64 4.66 1.18 0.38
H 0.80 3.11 1.07 0.22
H 1.72 2.85 -0.39 0.07
H 0.84 3.24 -2.37 0.27
H 0.15 4.89 -2.31 0.21
H -0.91 3.49 -2.46 0.32
```

Computed properties:
Total charge: -1
Kohn-Sham gap: 6.17 eV


Entry 2:
# C18H38N2O2RuSSi2Te5

A molecular structure, C18H38N2O2RuSSi2Te5 at a distorted geometry (ωB97M-V with the def2-TZVPD basis set, OMol25).

Geometry as XYZ:
```
69
Properties=species:S:1:pos:R:3:nbo_charge:R:1
Ru -0.39 0.22 -0.64 0.67
C 1.41 0.39 3.53 -0.70
C 1.29 -0.30 2.20 0.76
O 1.39 0.29 1.13 -0.71
N 1.09 -1.66 2.25 -0.60
C 0.93 -2.45 1.05 -0.27
C -0.53 -2.75 0.87 0.22
C -1.10 -3.96 1.25 -0.24
C -2.48 -4.11 1.17 -0.14
C -3.23 -3.03 0.71 -0.24
C -2.56 -1.88 0.34 0.06
N -1.24 -1.75 0.40 -0.50
H 1.37 1.46 3.37 0.24
H 2.37 0.14 3.99 0.24
H 0.61 0.08 4.20 0.23
H 0.95 -2.09 3.14 0.41
H 1.51 -3.36 1.11 0.22
H 1.29 -1.85 0.22 0.24
H -0.47 -4.76 1.62 0.23
H -2.95 -5.03 1.46 0.24
H -4.31 -3.08 0.63 0.24
H -3.12 -1.02 -0.03 0.21
Te -2.60 1.02 -2.00 -0.30
Te -1.64 2.94 -3.58 0.07
Te 0.44 4.00 -2.21 0.14
Te 0.72 2.55 -0.04 -0.05
C 6.47 -0.60 -1.61 -1.12
Si 4.87 0.04 -2.28 1.66
C 4.81 -0.11 -4.13 -1.13
C 4.59 1.81 -1.77 -1.13
C 3.49 -0.99 -1.52 -1.13
Te 1.58 -0.46 -2.30 0.61
C 1.47 -2.08 -3.69 -1.14
Si 0.10 -1.96 -4.98 1.65
C -1.50 -2.36 -4.10 -1.13
C 0.07 -0.26 -5.72 -1.13
C 0.48 -3.21 -6.29 -1.11
H 7.31 0.01 -1.95 0.25
H 6.66 -1.63 -1.94 0.24
H 6.47 -0.59 -0.52 0.24
H 5.53 0.58 -4.58 0.25
H 3.82 0.16 -4.52 0.24
H 5.05 -1.12 -4.47 0.24
H 5.51 2.39 -1.87 0.25
H 4.26 1.88 -0.73 0.24
H 3.83 2.28 -2.40 0.24
H 3.44 -0.87 -0.44 0.25
H 3.59 -2.06 -1.75 0.25
H 1.35 -3.00 -3.10 0.24
H 2.46 -2.10 -4.15 0.25
H -1.52 -1.89 -3.11 0.23
H -1.61 -3.44 -3.97 0.24
H -2.37 -1.99 -4.66 0.25
H 0.28 0.53 -4.98 0.24
H -0.92 -0.04 -6.15 0.25
H 0.81 -0.17 -6.52 0.25
H 0.52 -4.23 -5.90 0.24
H 1.44 -2.99 -6.77 0.24
H -0.29 -3.20 -7.08 0.25
C -1.64 2.84 3.27 -0.83
S -2.17 1.48 2.26 1.29
C -2.98 0.54 3.53 -0.82
O -0.92 0.70 1.91 -1.04
H -2.52 3.34 3.67 0.25
H -1.08 3.52 2.63 0.26
H -1.00 2.45 4.06 0.23
H -3.85 1.09 3.88 0.25
H -2.27 0.36 4.34 0.23
H -3.29 -0.40 3.08 0.25
```

Computed properties:
<S²>: 8.78
Spin multiplicity: 6
Relative energy (zero: lowest compared OMol25 entry of this formula, charge and spin): 0.505 eV
Total charge: +1
Kohn-Sham gap (alpha / beta): 6.57 / 5.27 eV


Entry 3:
# C18H38OP2Zn

A molecular structure, C18H38OP2Zn at a distorted geometry (ωB97M-V with the def2-TZVPD basis set, OMol25).

Geometry as XYZ:
```
60
Properties=species:S:1:pos:R:3:nbo_charge:R:1
P 0.25 -2.19 -1.27 1.28
P 0.60 1.48 -1.65 1.02
C 0.09 -1.13 -2.77 -0.75
C 1.01 0.09 -2.84 -0.71
H -0.98 -0.84 -2.87 0.28
H 0.31 -1.80 -3.62 0.23
H 2.08 -0.18 -2.75 0.21
H 0.90 0.54 -3.85 0.23
C -0.06 2.53 -3.02 -0.93
H -0.42 3.49 -2.64 0.23
H -0.89 2.03 -3.53 0.24
H 0.76 2.69 -3.73 0.21
C 2.07 2.45 -1.22 -0.97
H 2.21 3.21 -2.01 0.23
H 2.97 1.82 -1.15 0.22
H 1.93 2.93 -0.25 0.25
C -0.41 -3.76 -1.86 -0.97
H -0.10 -4.56 -1.17 0.24
H -0.03 -3.97 -2.86 0.23
H -1.51 -3.74 -1.88 0.27
C 1.99 -2.29 -0.86 -0.99
H 2.46 -1.30 -0.73 0.22
H 2.52 -2.79 -1.68 0.25
H 2.12 -2.86 0.07 0.26
Zn 2.64 -0.43 1.67 1.45
C -1.29 1.95 -0.56 -0.32
C -2.55 2.12 -1.17 -0.26
C -3.26 0.98 -1.77 -0.44
C -3.46 -0.25 -0.82 -0.40
C -2.48 -1.28 -1.06 -0.53
C -1.37 -1.55 -0.20 -0.30
C -0.57 -0.43 0.48 -0.43
C -1.09 1.03 0.67 -0.45
C 2.67 -2.26 2.47 -1.21
H -0.82 2.95 -0.42 0.20
H -2.90 3.14 -1.35 0.19
H -2.66 0.71 -2.66 0.18
H -4.24 1.27 -2.14 0.20
H -3.50 0.09 0.22 0.19
H -4.45 -0.67 -1.07 0.20
H -2.75 -1.99 -1.86 0.18
H -1.42 -2.45 0.42 0.16
H 0.41 -0.27 -0.02 0.16
H -0.24 -0.77 1.49 0.22
H -1.99 0.98 1.30 0.22
H -0.29 1.51 1.24 0.24
H 3.47 -2.40 3.25 0.23
H 2.70 -3.12 1.78 0.19
H 1.65 -2.11 2.89 0.22
C 1.47 0.37 5.10 -0.63
C 0.71 0.65 3.83 0.11
C -0.03 1.96 3.94 -0.62
O 1.52 0.73 2.65 -1.12
H 2.31 1.06 5.15 0.21
H 1.81 -0.67 5.15 0.20
H 0.83 0.53 5.97 0.21
H -0.05 -0.12 3.71 0.14
H 0.70 2.78 3.84 0.21
H -0.78 2.06 3.15 0.21
H -0.55 2.07 4.89 0.20
```

Computed properties:
Relative energy (zero: lowest compared OMol25 entry of this formula, charge and spin): 0.141 eV
Kohn-Sham gap (alpha / beta): 3.88 / 3.88 eV


Entry 4:
# C18H39As2N2RuSi

A molecular structure, C18H39As2N2RuSi (ωB97M-V with the def2-TZVPD basis set, OMol25).

Geometry as XYZ:
```
63
Properties=species:S:1:pos:R:3:nbo_charge:R:1
Ru 0.05 0.75 0.32 0.53
N -0.37 1.70 2.28 -0.78
C -1.17 1.09 3.39 -0.22
C -2.56 0.70 2.91 -0.43
C -2.73 -0.79 2.61 -0.42
C -1.63 -1.41 1.76 -0.23
N -1.43 -0.69 0.47 -0.69
H 0.53 1.98 2.68 0.39
H -0.82 2.58 2.04 0.40
H -1.23 1.82 4.20 0.22
H -0.62 0.23 3.77 0.20
H -2.83 1.31 2.04 0.20
H -3.29 0.96 3.68 0.26
H -3.69 -0.96 2.12 0.23
H -2.77 -1.36 3.54 0.24
H -1.88 -2.45 1.54 0.23
H -0.67 -1.41 2.28 0.20
H -2.31 -0.23 0.20 0.42
H -1.28 -1.38 -0.26 0.40
C 0.04 -1.14 -3.09 -0.94
As 1.07 -0.40 -1.63 1.10
C 2.48 0.58 -2.53 -0.93
C 1.98 -1.96 -0.91 -0.36
C 2.26 -3.05 -1.72 -0.20
C 2.93 -4.15 -1.21 -0.17
C 3.34 -4.16 0.12 -0.18
C 3.07 -3.06 0.93 -0.14
C 2.40 -1.97 0.42 -0.37
As 2.05 -0.40 1.50 1.00
C 2.01 -1.05 3.32 -0.94
C 3.73 0.56 1.47 -0.93
H 0.73 -1.51 -3.85 0.26
H -0.58 -0.37 -3.53 0.26
H -0.58 -1.96 -2.75 0.25
H 3.08 -0.12 -3.10 0.26
H 3.11 1.10 -1.81 0.24
H 2.04 1.32 -3.21 0.26
H 1.95 -3.07 -2.76 0.23
H 3.14 -5.00 -1.84 0.25
H 3.86 -5.01 0.52 0.25
H 3.40 -3.08 1.96 0.22
H 2.99 -1.46 3.58 0.26
H 1.25 -1.81 3.46 0.25
H 1.82 -0.21 4.00 0.25
H 4.52 -0.10 1.83 0.26
H 3.68 1.43 2.12 0.25
H 3.96 0.88 0.46 0.24
C -3.27 3.61 -1.93 -1.12
Si -2.08 2.18 -1.99 1.64
C -3.06 0.59 -2.12 -1.14
C -0.89 2.41 -3.41 -1.13
C -1.11 2.27 -0.34 -1.03
H -3.83 3.68 -2.87 0.26
H -2.76 4.56 -1.79 0.25
H -4.00 3.50 -1.13 0.25
H -3.66 0.62 -3.03 0.28
H -3.79 0.51 -1.30 0.24
H -2.47 -0.32 -2.17 0.21
H -1.38 2.23 -4.37 0.27
H -0.01 1.78 -3.36 0.21
H -0.54 3.45 -3.43 0.26
H -1.84 2.64 0.39 0.21
H -0.36 3.08 -0.48 0.24
```

Computed properties:
<S²>: 0.76
Spin multiplicity: 2
Relative energy (zero: lowest compared OMol25 entry of this formula, charge and spin): 0.000 eV
Total charge: +2
Kohn-Sham gap (alpha / beta): 7.65 / 7.48 eV


Entry 5:
# C18H39BrF5I2O6

7 unconnected molecules or ions with the total composition C18H39BrF5I2O6 at a distorted geometry (ωB97M-V with the def2-TZVPD basis set, OMol25).

Geometry as XYZ:
```
71
Properties=species:S:1:pos:R:3:mulliken_charge:R:1
C -3.64 0.30 -0.47 -0.90
C -2.31 0.62 -1.29 0.20
I -2.58 1.62 -3.22 -0.06
C -1.03 0.28 -0.81 -0.09
I -0.80 -0.79 1.11 -0.01
C 0.28 0.67 -1.65 -0.91
Br 1.65 -0.78 -1.53 -0.26
C 0.81 2.02 -0.95 1.01
F 0.05 2.37 0.22 -0.25
F 2.16 1.91 -0.48 -0.26
C 0.70 3.32 -1.92 0.46
F 1.94 4.00 -1.88 -0.27
F 0.43 3.02 -3.24 -0.20
F -0.27 4.24 -1.46 -0.21
H -3.80 1.20 0.24 0.21
H -4.49 0.20 -1.22 0.31
H -3.58 -0.62 0.18 0.27
C 2.37 -5.05 1.06 -1.11
C 1.46 -3.84 0.92 0.16
O 0.21 -4.23 0.38 -0.40
H 2.52 -5.52 0.09 0.18
H 3.33 -4.76 1.48 0.29
H 1.91 -5.80 1.71 0.39
H 1.91 -3.10 0.26 0.01
H 1.29 -3.37 1.90 0.23
H -0.19 -4.88 0.98 0.30
C -3.29 7.39 -0.11 -0.87
C -2.35 6.82 0.93 -0.26
O -2.44 5.40 0.96 -0.41
H -4.32 7.10 0.12 0.10
H -3.23 8.48 -0.13 0.36
H -3.06 7.00 -1.10 0.31
H -2.60 7.20 1.93 0.28
H -1.31 7.10 0.71 0.28
H -2.21 5.08 0.08 0.24
C -6.50 4.72 0.78 -0.99
C -6.32 3.28 1.22 -0.30
O -4.95 2.90 1.12 -0.45
H -6.16 4.86 -0.25 0.26
H -7.55 5.03 0.85 0.39
H -5.90 5.39 1.41 0.25
H -6.90 2.62 0.58 0.30
H -6.65 3.14 2.26 0.26
H -4.44 3.49 1.69 0.23
C -0.99 -7.04 4.03 -1.00
C -2.08 -6.40 3.20 -0.32
O -1.51 -5.75 2.06 -0.57
H -0.27 -6.29 4.37 0.25
H -1.41 -7.53 4.91 0.36
H -0.43 -7.78 3.45 0.32
H -2.62 -5.65 3.78 0.28
H -2.80 -7.15 2.85 0.27
H -1.05 -6.42 1.55 0.29
C 5.54 3.21 -1.63 -0.79
C 5.72 1.77 -1.20 -0.08
O 7.09 1.40 -1.30 -0.55
H 5.87 3.35 -2.66 0.27
H 4.49 3.51 -1.56 0.08
H 6.13 3.88 -1.01 0.33
H 5.14 1.10 -1.83 0.21
H 5.39 1.63 -0.16 0.24
H 7.60 1.99 -0.73 0.29
C 4.77 -5.26 -2.99 -1.17
C 3.93 -4.20 -2.30 -0.09
O 4.20 -4.20 -0.90 -0.43
H 4.56 -6.25 -2.58 0.29
H 4.57 -5.27 -4.07 0.34
H 5.84 -5.07 -2.83 0.33
H 2.87 -4.41 -2.44 0.30
H 4.15 -3.21 -2.69 0.25
H 5.14 -4.01 -0.78 0.22
```

Computed properties:
Total charge: -1
Kohn-Sham gap: 6.04 eV


Entry 6:
# C18H39F2NO13

6 unconnected molecules or ions with the total composition C18H39F2NO13 at a distorted geometry (ωB97M-V with the def2-TZVPD basis set, OMol25).

Geometry as XYZ:
```
73
Properties=species:S:1:pos:R:3:mulliken_charge:R:1
N 0.03 -0.06 -0.47 0.79
H 0.66 -0.36 0.35 -0.27
H 0.66 -0.11 -1.22 0.19
H -0.28 0.85 -0.43 0.10
H -0.55 -0.91 -0.63 -0.18
O 2.80 -0.72 -0.19 -0.85
H 2.95 -1.51 -0.57 0.03
C -0.04 -2.48 4.32 0.16
C 1.43 -2.00 4.17 0.20
O 1.44 -0.85 3.29 -0.23
C 0.21 -0.35 3.29 0.64
O -0.09 0.68 2.92 -0.38
O -0.67 -1.23 3.91 -0.44
F 2.30 -2.92 3.78 -0.29
H -0.30 -2.80 5.31 0.30
H -0.48 -3.11 3.45 -0.22
H 1.89 -1.81 5.08 0.27
C 2.57 2.22 1.03 0.57
C 4.12 1.71 1.36 0.42
O 4.38 2.49 2.59 -0.29
C 3.56 3.48 2.59 0.53
O 3.68 4.55 3.31 -0.67
O 2.46 3.41 1.80 -0.35
F 4.96 1.95 0.35 -0.30
H 1.88 1.44 1.24 -0.24
H 2.58 2.22 0.08 -0.03
H 4.13 0.61 1.57 0.26
C -1.76 -1.81 -2.62 -0.43
O -0.66 -1.03 -2.98 -0.20
C -0.66 -0.29 -4.15 -0.79
C 0.50 0.64 -4.21 -0.80
O 0.40 1.53 -3.39 -0.12
C 1.55 1.99 -2.80 -0.19
C 1.39 3.42 -2.24 -1.04
O 0.20 3.31 -1.34 0.02
C -0.19 4.51 -0.76 -0.83
H -2.10 -2.31 -3.62 0.40
H -2.43 -1.10 -2.21 0.13
H -1.70 -2.68 -1.73 -0.09
H -1.48 0.33 -4.42 0.40
H -0.63 -1.13 -4.89 0.43
H 0.61 1.04 -5.19 0.25
H 1.22 0.00 -3.86 0.66
H 2.40 2.09 -3.58 0.34
H 1.89 1.15 -1.93 0.12
H 1.30 4.14 -3.02 0.53
H 2.19 3.67 -1.61 0.55
H 0.61 4.74 -0.09 0.30
H -1.18 4.41 -0.21 0.16
H -0.39 5.21 -1.55 0.33
C 1.12 -3.60 0.75 -0.87
O -0.05 -2.99 0.86 0.47
C -1.14 -3.74 0.82 -1.15
C -2.58 -3.10 1.11 -0.42
O -2.73 -2.12 0.45 -0.16
C -3.64 -1.09 1.01 -0.95
C -3.99 0.09 -0.02 -0.61
O -2.80 0.55 -0.53 0.01
C -2.78 1.86 -1.02 -0.99
H 1.32 -4.27 1.72 0.22
H 2.05 -2.87 0.81 0.03
H 1.13 -4.39 0.05 0.48
H -1.05 -4.50 1.62 0.57
H -1.26 -4.24 -0.31 0.32
H -2.33 -2.83 2.19 0.28
H -3.32 -3.84 0.86 0.27
H -3.20 -0.70 1.91 0.34
H -4.46 -1.64 1.33 0.63
H -4.62 0.92 0.59 0.35
H -4.72 -0.36 -0.76 0.32
H -2.94 2.57 -0.16 0.30
H -3.52 1.96 -1.65 0.61
H -1.87 2.15 -1.53 0.13
```

Computed properties:
Relative energy (zero: lowest compared OMol25 entry of this formula, charge and spin): 0.630 eV
Kohn-Sham gap: 7.81 eV


The following E_tot values (in eV) correspond, in order, to the records above: -58218.5869; -91992.5683; -88316.7433; -154402.2422; -131411.7669; -52827.5962.